Entry from OMol25: a structure of composition C44H41F3N4OPtSb2 (ωB97M-V with the def2-TZVPD basis set).

```
96
C44H41F3N4OPtSb2 ωB97M-V with the def2-TZVPD basis set
Pt -0.643 -0.249 -1.227
C 9.884 1.390 7.376
O 8.782 2.275 7.197
C 7.833 1.942 6.313
C 7.854 0.794 5.520
C 6.816 0.554 4.638
C 5.749 1.439 4.524
C 5.739 2.586 5.327
C 6.762 2.838 6.207
C 4.688 1.148 3.577
N 4.599 0.065 2.826
C 3.460 0.218 2.104
C 2.825 1.406 2.409
N 3.627 1.992 3.353
C 1.608 1.813 1.802
C 0.908 3.005 2.058
C -0.246 3.274 1.372
C -0.735 2.343 0.452
N -0.109 1.199 0.213
C 1.061 0.930 0.848
C 1.731 -0.286 0.493
N 1.138 -1.067 -0.449
C 1.652 -2.260 -0.711
C 2.814 -2.726 -0.094
C 3.462 -1.927 0.813
C 2.912 -0.678 1.137
H 10.491 1.828 8.160
H 10.473 1.310 6.461
H 9.544 0.401 7.689
H 8.671 0.091 5.582
H 6.830 -0.335 4.022
H 4.923 3.299 5.284
H 6.763 3.719 6.834
H 3.493 2.883 3.799
H 1.284 3.715 2.783
H -0.800 4.187 1.539
H -1.660 2.519 -0.081
H 1.131 -2.865 -1.440
H 3.190 -3.706 -0.351
H 4.375 -2.242 1.302
F -7.037 -3.928 -3.876
C -6.195 -3.118 -3.239
C -6.613 -1.837 -2.922
C -5.734 -0.998 -2.255
C -4.459 -1.448 -1.922
C -4.061 -2.740 -2.260
C -4.932 -3.589 -2.922
Sb -3.164 -0.200 -0.848
C -3.441 -0.719 1.172
C -4.116 -1.895 1.491
C -4.277 -2.274 2.815
C -3.747 -1.464 3.800
F -3.892 -1.821 5.075
C -3.069 -0.290 3.514
C -2.911 0.075 2.189
C -4.083 1.692 -0.914
C -3.710 2.609 -1.897
C -4.295 3.864 -1.949
C -5.254 4.181 -1.002
F -5.813 5.390 -1.039
C -5.651 3.292 -0.020
C -5.060 2.039 0.018
H -7.608 -1.517 -3.197
H -6.051 0.007 -2.004
H -3.065 -3.095 -2.014
H -4.655 -4.599 -3.194
H -4.542 -2.515 0.710
H -4.807 -3.175 3.089
H -2.690 0.317 4.325
H -2.392 0.998 1.961
H -2.956 2.351 -2.632
H -4.030 4.590 -2.706
H -6.412 3.585 0.691
H -5.365 1.336 0.785
C -2.551 0.319 -5.065
C -1.031 0.194 -5.051
Sb -0.373 -1.188 -3.577
C -1.279 -3.013 -4.200
C -0.772 -3.505 -5.552
C 1.704 -1.511 -3.968
C 2.106 -1.141 -5.394
H -2.863 1.047 -5.814
H -2.940 0.646 -4.099
H -3.034 -0.628 -5.311
H -0.549 1.150 -4.847
H -0.643 -0.171 -6.002
H -2.355 -2.832 -4.214
H -1.098 -3.745 -3.410
H -0.941 -2.770 -6.341
H -1.295 -4.416 -5.841
H 0.294 -3.733 -5.528
H 1.902 -2.562 -3.751
H 2.266 -0.927 -3.237
H 1.529 -1.689 -6.140
H 3.158 -1.376 -5.556
H 1.973 -0.076 -5.585
```

Summary:
Multiplicity: 1
M: 1137.43 g mol⁻¹
E: -2894.51475 a.u.
Total charge: +2

Atom charges from the Mulliken analysis, given in e for atoms 1 to 2:
1. Pt 1.97
2. C -0.85

Entry from OMol25: a structure of composition C44H41N5O4RhS (ωB97M-V with the def2-TZVPD basis set).

```
96
C44H41N5O4RhS ωB97M-V with the def2-TZVPD basis set
Rh -0.188 0.203 0.133
O -1.138 -0.600 4.585
C -0.438 -1.765 4.633
C -0.544 -2.538 5.780
C 0.120 -3.747 5.861
C 0.904 -4.206 4.803
C 1.029 -3.433 3.669
C 0.371 -2.198 3.565
C 0.501 -1.396 2.346
O -0.282 -0.367 2.179
N 1.456 -1.690 1.451
N 1.333 -0.918 0.382
C 2.335 -0.841 -0.610
C 2.012 -0.040 -1.689
C 2.850 0.191 -2.812
C 2.435 1.042 -3.797
C 1.177 1.662 -3.699
C 0.382 1.401 -2.594
N 0.775 0.597 -1.613
H -1.065 -0.295 3.660
H -1.162 -2.179 6.594
H 0.021 -4.346 6.757
H 1.407 -5.162 4.871
H 1.634 -3.763 2.834
H 3.264 -1.383 -0.492
H 3.806 -0.314 -2.868
H 3.067 1.236 -4.654
H 0.812 2.317 -4.478
H -0.610 1.824 -2.481
C -4.434 -5.191 3.052
C -3.913 -5.308 1.769
C -3.377 -4.204 1.128
C -3.357 -2.962 1.760
C -3.870 -2.855 3.051
C -4.408 -3.961 3.695
C -2.818 -1.755 1.093
C -2.326 -1.678 -0.111
C -2.180 -1.700 -1.482
C -3.272 -1.315 -2.316
C -3.107 -1.229 -3.679
C -1.876 -1.529 -4.273
C -0.805 -1.939 -3.479
C -0.943 -2.028 -2.110
H -4.857 -6.056 3.547
H -3.926 -6.267 1.264
H -2.966 -4.300 0.127
H -3.840 -1.896 3.562
H -4.805 -3.861 4.698
H -2.782 -0.873 1.738
H -4.215 -1.063 -1.848
H -3.942 -0.922 -4.298
H -1.759 -1.459 -5.348
H 0.140 -2.202 -3.942
H -0.125 -2.384 -1.497
O -4.038 1.543 -0.617
C -3.082 1.634 0.123
O -1.828 1.529 -0.154
C -3.377 1.938 1.607
N -2.063 2.152 2.337
C -2.009 3.574 2.820
C -3.022 4.290 1.936
C -4.140 3.250 1.789
H -3.900 1.079 2.019
H -1.302 2.001 1.652
H -1.921 1.491 3.094
H -0.985 3.926 2.733
H -2.308 3.597 3.865
H -2.582 4.518 0.961
H -3.361 5.218 2.391
H -4.790 3.420 0.935
H -4.754 3.225 2.692
N 0.551 2.343 0.932
S 2.129 2.579 1.285
C 2.115 2.996 3.028
C 2.915 3.995 3.560
C 2.849 4.246 4.926
C 2.011 3.494 5.738
C 1.242 2.469 5.193
C 1.292 2.217 3.831
C 2.596 4.117 0.531
C 3.604 4.069 -0.420
C 3.915 5.223 -1.130
C 3.217 6.395 -0.882
C 2.204 6.427 0.074
C 1.884 5.283 0.785
H 0.362 2.798 0.039
H 3.583 4.573 2.932
H 3.459 5.032 5.353
H 1.968 3.697 6.801
H 0.612 1.854 5.825
H 0.714 1.414 3.389
H 4.140 3.144 -0.602
H 4.699 5.203 -1.876
H 3.464 7.294 -1.433
H 1.664 7.347 0.263
H 1.098 5.294 1.531
```

Summary:
Multiplicity: 5
M: 838.82 g mol⁻¹
E: -2784.42098 a.u.
Total charge: +1

Atom charges from the Mulliken analysis, given in e for atoms 1 to 2:
1. Rh -0.07
2. O -0.76